No. 1
A single C5H10O2 molecule. Source: OMol25; level of theory: wB97M-V/def2-TZVPD.

Its HOMO-LUMO gap is 10.656 eV. As for the total charge: 0. The value obtained for the molar mass is 102.1 g/mol. The LUMO energy comes out at 0.90 eV. The energy above the lowest of the compared OMol25 structures with the same formula, charge and spin comes out at 35.77 kcal per mole. Its spin multiplicity is 1.

Element x y z (Å)
1 O 2.5054 0.0754 0.7448
2 C 1.5976 -0.6537 -0.0572
3 C 0.1455 -0.4922 0.3910
4 C -0.2787 0.9850 0.4524
5 C -1.6925 0.9777 -0.1239
6 O -1.7129 -0.0788 -1.0643
7 C -0.8530 -1.1127 -0.6138
8 H 2.4962 0.9905 0.4399
9 H 1.6778 -0.3551 -1.1155
10 H 1.9043 -1.7030 0.0113
11 H 0.0319 -0.9569 1.3772
12 H -0.2320 1.3938 1.4654
13 H 0.3747 1.5944 -0.1862
14 H -1.9408 1.8980 -0.6612
15 H -2.4462 0.8248 0.6652
16 H -0.3498 -1.5211 -1.5002
17 H -1.4314 -1.9274 -0.1545

Atoms 1-2, force components in eV/Å:
0.1 0.2 0.0
-0.2 -0.2 -0.2

---

No. 2
A molecular structure, C36H56BrNO3PS2SbSi4Ti in a non-equilibrium geometry. Source: OMol25; level of theory: wB97M-V/def2-TZVPD.

Its HOMO-LUMO gap (spin up / spin down) is 5.768 / 5.609 eV. As for the total charge: -1. The value obtained for the molar mass is 1007.8 g/mol. The expectation value of S² is 0.7618. The LUMO energy (spin up / spin down) comes out at 2.06 / 1.49 eV. The energy above the lowest of the compared OMol25 structures with the same formula, charge and spin comes out at 85.41 kcal per mole. Its spin multiplicity is 2.

Element x y z (Å)
1 Ti -0.5882 0.0743 1.0044
2 O -5.1296 -2.2905 3.3212
3 C -3.8394 -1.9471 3.0661
4 C -2.8702 -1.9420 4.0797
5 C -1.5929 -1.5621 3.7618
6 N -1.2483 -1.2288 2.5105
7 C -2.1692 -1.1980 1.5386
8 Br -2.3326 1.0060 -0.6530
9 C -3.4902 -1.5601 1.7903
10 H -5.2320 -2.4778 4.2600
11 H -3.1264 -2.2103 5.0980
12 H -0.8032 -1.5214 4.5056
13 H -4.2434 -1.4991 1.0140
14 C 5.6747 0.8849 4.3592
15 C 4.2664 0.5349 3.9322
16 O 4.1816 0.6708 2.5141
17 P 2.9806 -0.0030 1.6384
18 S 0.7844 -0.8480 -0.5859
19 S 1.2383 0.3960 2.7973
20 O 3.2927 -1.5835 2.0282
21 C 2.3079 -2.5912 2.2129
22 C 2.9779 -3.8017 2.8221
23 H 5.8182 0.6679 5.4198
24 H 5.8753 1.9439 4.1929
25 H 6.3978 0.3038 3.7857
26 H 3.5382 1.2146 4.3840
27 H 4.0045 -0.4862 4.2226
28 H 1.8539 -2.8344 1.2481
29 H 1.5110 -2.2080 2.8546
30 H 3.7659 -4.1804 2.1689
31 H 2.2489 -4.6000 2.9779
32 H 3.4269 -3.5525 3.7850
33 C -4.7840 -1.6378 -2.0852
34 Si -3.5570 -3.0255 -2.3645
35 C -3.8525 -3.8774 -4.0212
36 C -3.8632 -4.3860 -1.0876
37 Sb -1.1117 -2.3045 -1.6082
38 Si 0.4125 -4.3031 -2.1024
39 C -0.3949 -5.5419 -3.2665
40 C 0.7210 -5.2179 -0.4892
41 C 2.0491 -3.7106 -2.7941
42 Si -0.7908 -1.1710 -3.9078
43 C 0.7925 -0.1678 -4.0284
44 C -2.2496 -0.0467 -4.2647
45 C -0.7293 -2.4540 -5.2916
46 H -5.6741 -2.0475 -1.6007
47 H -5.0834 -1.1782 -3.0285
48 H -4.3713 -0.8478 -1.4550
49 H -4.8224 -4.3834 -3.9830
50 H -3.0877 -4.6297 -4.2145
51 H -3.8666 -3.1827 -4.8620
52 H -4.9174 -4.6791 -1.0549
53 H -3.5656 -4.0736 -0.0847
54 H -3.2758 -5.2718 -1.3442
55 H -1.3063 -5.9453 -2.8207
56 H 0.2932 -6.3766 -3.4326
57 H -0.6525 -5.1164 -4.2352
58 H -0.1831 -5.2882 0.1180
59 H 1.4837 -4.7220 0.1123
60 H 1.0662 -6.2326 -0.7083
61 H 1.9918 -3.5059 -3.8643
62 H 2.8111 -4.4778 -2.6299
63 H 2.3723 -2.7956 -2.2945
64 H 1.1581 0.1593 -3.0559
65 H 0.6133 0.7222 -4.6379
66 H 1.5849 -0.7538 -4.5000
67 H -2.2868 0.7809 -3.5556
68 H -3.2062 -0.5677 -4.2086
69 H -2.1433 0.3532 -5.2780
70 H 0.1921 -3.0372 -5.2658
71 H -0.7601 -1.9207 -6.2472
72 H -1.5690 -3.1453 -5.2712
73 C 3.6518 4.6530 3.4720
74 C 3.8829 4.1336 2.2062
75 C 2.8408 3.5634 1.4905
76 C 1.5494 3.4802 2.0161
77 C 1.3365 4.0228 3.2843
78 C 2.3704 4.6048 4.0043
79 Si 0.1965 2.5852 1.0325
80 C 0.1634 3.6277 -0.5606
81 C 0.2084 5.0229 -0.5166
82 C 0.1856 5.7919 -1.6710
83 C 0.1351 5.1737 -2.9133
84 C 0.1157 3.7878 -2.9852
85 C 0.1288 3.0305 -1.8224
86 C -1.4288 2.9136 1.9843
87 C -1.7265 2.2051 3.1548
88 C -2.9914 2.2420 3.7380
89 C -3.9928 3.0115 3.1742
90 C -3.7149 3.7488 2.0258
91 C -2.4631 3.6917 1.4426
92 H 4.4636 5.0919 4.0404
93 H 4.8779 4.1617 1.7783
94 H 3.0430 3.1623 0.5022
95 H 0.3453 3.9873 3.7215
96 H 2.1769 5.0170 4.9883
97 H 0.2648 5.5238 0.4455
98 H 0.2138 6.8731 -1.6026
99 H 0.1193 5.7679 -3.8193
100 H 0.0866 3.2944 -3.9498
101 H 0.1121 1.9489 -1.8872
102 H -0.9535 1.6211 3.6456
103 H -3.1820 1.6668 4.6373
104 H -4.9800 3.0442 3.6188
105 H -4.4910 4.3549 1.5734
106 H -2.2861 4.2428 0.5264

Atoms 1-2, force components in eV/Å:
1.6 -0.2 -0.2
0.0 0.0 0.0

---

No. 3
16 unconnected molecules or ions with the total composition C21H28BCl45FNOSSi in a non-equilibrium geometry. Source: OMol25; level of theory: wB97M-V/def2-TZVPD.

Its HOMO-LUMO gap is 8.753 eV. As for the total charge: 0. The value obtained for the molar mass is 1995.8 g/mol. The LUMO energy comes out at -0.46 eV. Its spin multiplicity is 1.

Element x y z (Å)
1 C -1.1906 4.3341 4.4869
2 C -0.2214 4.0057 3.2081
3 B 0.3293 2.4596 3.1207
4 O 1.7924 2.2081 2.9848
5 Si -0.9071 0.9258 3.1412
6 C -2.4202 1.5224 2.0411
7 C -3.8677 1.2222 2.7914
8 C -4.5460 2.6738 3.1384
9 F -5.7729 2.5057 3.9978
10 N -1.4034 0.7709 4.9011
11 C -1.5717 -0.5970 5.1326
12 S -2.3283 -2.0640 5.6611
13 H -0.5518 4.8327 5.3511
14 H -2.0460 5.0611 4.0851
15 H -1.7301 3.4102 4.9597
16 H 0.7454 4.6942 3.3324
17 H -0.7698 4.2906 2.2043
18 H 1.9753 1.2104 2.9617
19 H -0.2947 -0.2858 2.6123
20 H -2.4208 0.9753 0.9900
21 H -2.3307 2.6797 1.7893
22 H -3.7495 0.5084 3.7140
23 H -4.5301 0.6453 1.9929
24 H -4.9317 3.1944 2.1454
25 H -3.7706 3.3919 3.6701
26 C -2.7548 2.6065 8.3386
27 Cl -2.3175 0.9394 8.7499
28 Cl -1.3503 3.6751 8.4969
29 Cl -3.4176 2.6891 6.6975
30 H -3.5242 2.9432 9.0381
31 C 1.5962 0.1566 -0.6488
32 Cl 2.0728 -1.3375 0.1758
33 Cl 1.8000 -0.0078 -2.4012
34 Cl -0.0789 0.5779 -0.2540
35 H 2.2455 0.9641 -0.3008
36 C 0.6065 -5.0579 0.5202
37 Cl 1.9663 -4.6787 1.5910
38 Cl -0.8533 -4.1988 1.0403
39 Cl 1.0035 -4.6505 -1.1578
40 H 0.4126 -6.1321 0.5771
41 C 1.9389 6.5416 6.5072
42 Cl 1.3559 8.1306 5.9833
43 Cl 1.0251 5.9772 7.9164
44 Cl 1.8265 5.3699 5.1828
45 H 2.9893 6.6375 6.7938
46 C 2.7739 2.3291 -5.5919
47 Cl 1.8853 3.7164 -4.9399
48 Cl 4.0840 1.8586 -4.4955
49 Cl 1.6786 0.9652 -5.8737
50 H 3.2139 2.6209 -6.5489
51 C 1.9197 5.6599 -1.3162
52 Cl 2.4333 3.9847 -1.5795
53 Cl 1.2968 6.3630 -2.8186
54 Cl 0.6965 5.7419 -0.0370
55 H 2.7894 6.2408 -0.9988
56 C -1.0613 -0.2641 -8.1900
57 Cl -1.9222 0.9993 -7.2945
58 Cl -1.7322 -1.8603 -7.8138
59 Cl -1.1363 0.0474 -9.9326
60 H -0.0125 -0.2502 -7.8826
61 C 2.2171 -3.4629 5.6626
62 Cl 1.8953 -2.6509 4.1209
63 Cl 2.6491 -2.2810 6.9099
64 Cl 0.8119 -4.4162 6.1688
65 H 3.0622 -4.1420 5.5242
66 C -4.7137 3.4192 -8.2407
67 Cl -4.3848 4.8400 -7.2345
68 Cl -6.4403 3.0220 -8.2109
69 Cl -4.1673 3.6944 -9.9036
70 H -4.1583 2.5714 -7.8316
71 C 2.4024 -8.7873 0.5231
72 Cl 3.3636 -7.4668 -0.1638
73 Cl 2.5185 -8.7869 2.2912
74 Cl 0.7112 -8.6577 0.0107
75 H 2.8030 -9.7341 0.1520
76 C -0.6609 -9.6809 4.8487
77 Cl 0.6989 -9.3017 5.9195
78 Cl -2.1207 -8.8218 5.3688
79 Cl -0.2639 -9.2735 3.1707
80 H -0.8548 -10.7550 4.9056
81 C 5.2778 3.0318 2.4796
82 Cl 5.7151 1.3647 2.8908
83 Cl 6.6823 4.1004 2.6378
84 Cl 4.6150 3.1144 0.8384
85 H 4.5084 3.3685 3.1790
86 C -1.0333 6.7195 -8.2897
87 Cl 0.3435 6.0654 -7.3863
88 Cl -0.7114 8.3879 -8.7923
89 Cl -1.3931 5.7043 -9.6966
90 H -1.9070 6.7202 -7.6330
91 C -4.0422 -4.9078 -9.7918
92 Cl -4.2451 -4.9244 -8.0317
93 Cl -3.5703 -3.2932 -10.3485
94 Cl -2.8434 -6.1131 -10.2913
95 H -5.0003 -5.1641 -10.2513
96 C 5.1715 -9.4651 -3.4598
97 Cl 4.5885 -7.8760 -3.9837
98 Cl 4.2577 -10.0294 -2.0506
99 Cl 5.0591 -10.6367 -4.7842
100 H 6.2219 -9.3691 -3.1732

Atoms 1-2, force components in eV/Å:
-0.6 0.3 -0.2
1.0 0.6 0.2

---

No. 4
2 unconnected molecules or ions with the total composition CH3F3P2 in a non-equilibrium geometry. Source: OMol25; level of theory: wB97M-V/def2-TZVPD.

Its HOMO-LUMO gap (spin up / spin down) is 8.061 / 7.789 eV. As for the total charge: 0. The value obtained for the molar mass is 134.0 g/mol. The LUMO energy (spin up / spin down) comes out at -0.95 / -1.30 eV. The energy above the lowest of the compared OMol25 structures with the same formula, charge and spin comes out at 62.11 kcal per mole. Its spin multiplicity is 1.

Element x y z (Å)
1 C -0.5747 0.5683 0.7028
2 F -0.9813 -0.3269 1.6315
3 F -0.3233 1.6927 1.3986
4 F -0.9430 1.8055 -1.4033
5 P 1.6648 -1.8754 0.1228
6 P -1.8780 0.8166 -0.5601
7 H 2.4652 -0.7102 0.5077
8 H 2.0332 -1.6332 -1.1135
9 H -1.4631 -0.3375 -1.2864

Atoms 1-2, force components in eV/Å:
-0.7 -0.1 2.0
0.3 -0.3 -0.4